# 1
A 8-piece molecular cluster, C55H63BClNO7P3 overall at a distorted geometry. Source: the OMol25 dataset; level of theory: ωB97M-V/def2-TZVPD.

Properties
Largest force on an atom: 0.031 Eh/bohr
Net charge: -1
Calculated total energy: -114951.6467 eV
HOMO: -4.407 eV
Frontier orbital gap: 0.2321 Ha

Structure (XYZ):
```
131
Properties=species:S:1:pos:R:3:lowdin_charge:R:1
C 2.61 3.87 5.24 -0.088
C 3.45 -2.25 -1.24 -0.259
C -0.81 -4.60 3.14 -0.111
C -5.31 -0.01 -0.70 -0.089
H 0.36 0.21 -3.57 0.037
H 8.60 1.07 -0.49 0.052
C 2.11 -1.27 -7.03 -0.087
C -7.02 1.66 -0.42 -0.107
C 0.86 -1.46 -7.61 -0.089
H -8.72 2.14 9.39 0.098
C -6.64 2.25 -1.62 -0.100
C 3.79 -0.84 -1.72 -0.360
O 5.38 -0.41 1.92 -0.291
C 0.23 -4.03 2.41 -0.095
C 5.69 0.79 -0.74 -0.141
H 10.94 -6.30 -1.33 0.092
H -10.28 1.05 -0.04 0.098
C 1.75 -0.75 -9.73 -0.111
H 9.52 -5.49 0.53 0.094
P 3.88 -0.35 1.21 0.926
H -2.15 2.24 -1.02 0.061
H -7.82 1.85 5.22 0.103
H 1.55 3.64 5.27 0.104
C -9.85 3.42 8.10 -0.102
C 8.39 -4.16 -0.72 -0.091
H 0.10 2.92 -0.60 0.051
H -7.83 2.08 0.16 0.086
P 1.33 2.25 -2.57 0.941
H 5.61 0.35 2.46 0.042
C -12.53 3.03 1.53 -0.100
C -2.09 -4.07 3.06 -0.116
C 6.86 -0.16 -0.63 -0.181
H 10.61 -5.41 -3.61 0.094
H -7.16 3.13 -1.98 0.097
H 5.73 1.40 -1.65 0.120
C -4.93 0.58 -1.90 -0.093
H -4.12 0.16 -2.48 0.104
C -1.44 2.06 -1.83 -0.210
C -1.29 -2.40 1.51 -0.088
H -10.82 4.58 6.57 0.099
H -0.28 -1.34 -9.42 0.095
Cl 0.90 0.16 -0.17 0.517
H 4.01 0.91 -4.04 0.091
C -8.90 2.45 8.37 -0.101
C -0.02 -2.94 1.59 -0.091
H 1.23 -4.45 2.46 0.094
H -1.94 2.33 -2.77 0.053
C -10.08 3.82 6.79 -0.098
H 2.47 -5.68 0.06 0.098
C 0.69 -1.20 -8.97 -0.106
O 4.88 0.56 -3.80 -0.084
O 3.76 -1.66 -4.29 -0.115
H -10.43 3.86 8.90 0.098
H -3.33 -2.55 2.17 0.091
C 10.18 -5.56 -1.52 -0.115
C -12.31 2.63 2.84 -0.100
O 2.62 -0.25 -2.26 -0.120
H 6.69 -1.20 -0.92 0.055
C -8.17 1.88 7.34 -0.096
H 5.79 1.49 0.10 0.110
C 4.41 5.46 5.45 -0.103
C -2.33 -2.97 2.24 -0.105
C 5.32 4.45 5.18 -0.101
H -11.96 2.79 -0.52 0.100
H 2.25 -1.47 -5.97 0.079
P 4.76 -0.93 -3.26 0.525
C -8.39 2.29 6.03 -0.094
C -11.80 2.47 0.50 -0.096
C 9.99 -5.06 -2.80 -0.108
C -10.63 1.09 2.08 -0.093
C 8.09 0.15 -0.20 -0.012
H 0.79 -2.49 1.02 0.061
H 2.33 5.95 5.70 0.098
H -1.24 0.99 -1.84 0.031
C 9.38 -5.10 -0.47 -0.107
H 4.19 -2.49 -4.50 0.094
H -6.64 0.07 0.97 0.095
H 3.84 -0.23 -9.75 0.096
C -5.60 1.70 -2.36 -0.094
C 2.81 -4.71 -0.30 -0.083
C 0.62 1.21 -3.93 -0.328
H 3.18 1.86 4.77 0.102
C 4.28 0.18 -0.61 -0.442
H 8.86 -3.71 -4.04 0.102
C 3.05 5.17 5.49 -0.098
H -2.90 -4.51 3.63 0.091
H 0.03 -1.80 -7.01 0.102
H 4.15 -0.70 -7.34 0.101
B 2.22 0.90 -1.45 -1.287
C 4.88 3.16 4.94 -0.103
H 3.89 1.67 2.08 0.050
C 1.99 -3.95 -1.11 -0.152
C -9.34 3.26 5.75 -0.105
H -1.47 -1.54 0.88 0.084
H 4.75 6.47 5.64 0.097
H 8.61 -0.57 0.41 0.046
H -12.88 3.07 3.65 0.099
H 1.01 -4.35 -1.38 0.108
H -11.18 1.34 4.14 0.097
H -0.62 -5.45 3.78 0.092
C 3.00 -0.57 -9.15 -0.104
C -10.85 1.49 0.77 -0.101
O 3.44 1.31 -0.83 -0.083
H 4.75 -4.77 0.62 0.105
H 1.34 1.10 -4.74 0.011
C -0.15 2.87 -1.66 -0.479
C -11.35 1.66 3.11 -0.106
O 3.23 1.02 1.82 -0.290
H -9.89 0.33 2.29 0.101
H -5.31 2.16 -3.30 0.100
H 6.38 4.68 5.16 0.098
O 6.04 -1.66 -3.19 -0.265
H -0.28 1.66 -4.34 0.023
C 4.38 -2.95 -0.47 -0.054
H -0.36 3.90 -1.97 0.048
H 5.60 2.38 4.73 0.095
C 3.18 -0.84 -7.80 -0.089
C 8.20 -3.66 -2.00 -0.076
C 3.53 2.87 4.97 -0.095
H -13.27 3.79 1.32 0.098
H -4.78 -0.89 -0.35 0.099
H 5.33 -2.50 -0.24 0.090
N 2.27 -2.74 -1.59 0.161
H -7.43 1.12 7.55 0.101
C 4.06 -4.21 0.01 -0.056
H 7.76 -3.81 0.10 0.095
C -6.35 0.53 0.04 -0.099
H -9.51 3.58 4.73 0.098
C 9.00 -4.11 -3.04 -0.085
H 1.62 -0.55 -10.79 0.094
H 7.43 -2.92 -2.19 0.059
```

# 2
C55H67IN6O17P2S as an isolated structure at a distorted geometry. Source: the OMol25 dataset; level of theory: ωB97M-V/def2-TZVPD.

Properties
Largest force on an atom: 0.053 Eh/bohr
Calculated total energy: -139370.3186 eV
HOMO: -7.717 eV
Frontier orbital gap: 0.2343 Ha

Structure (XYZ):
```
149
Properties=species:S:1:pos:R:3:lowdin_charge:R:1
H -1.61 2.12 2.65 0.097
H -3.16 -4.01 -1.22 0.086
C -3.38 -0.78 0.31 -0.158
C 2.66 2.60 4.10 -0.073
H -3.66 -6.78 1.76 0.080
H 5.78 5.30 -4.13 0.105
H -1.07 9.56 -1.26 0.109
H -0.65 -1.71 3.60 0.079
H -2.12 8.67 0.79 0.108
H -5.49 -4.88 0.53 -0.010
O 5.24 1.21 8.04 0.077
N 1.70 7.31 -4.83 -0.342
H -0.50 0.17 -2.95 0.068
H -0.20 0.65 5.43 0.108
H 2.51 -3.93 -0.57 0.070
H -1.60 -3.83 6.56 0.104
H -2.90 -5.70 -0.02 0.117
C -4.61 3.08 -0.94 -0.051
H 0.28 0.63 3.73 0.080
C -3.52 2.52 -1.56 -0.039
C -1.01 -1.91 5.77 -0.200
C 2.29 2.05 -3.26 0.010
C 4.07 -4.79 -5.52 -0.056
C -0.80 5.83 -0.44 -0.142
H 1.08 -4.70 0.12 0.070
H 2.56 4.70 4.51 0.108
N 4.84 2.31 7.71 -0.355
C 1.98 -5.13 -4.40 -0.146
O -5.32 -2.17 1.10 -0.099
H -2.19 -1.56 1.94 0.107
H -1.59 -3.43 3.72 0.094
C -2.62 -5.12 0.87 -0.236
O 0.02 -5.42 -3.23 0.074
N 1.07 -4.81 -3.30 -0.333
H 2.21 -7.15 -7.09 0.111
H 2.64 3.06 -3.12 0.109
C 1.61 -6.09 -5.33 -0.001
O -1.94 -1.23 -2.73 -0.141
C 3.13 1.36 4.53 -0.071
H -0.50 -5.92 3.52 0.099
C -3.79 -1.95 -0.69 -0.333
H 2.93 0.48 3.94 0.107
H 7.00 7.27 -4.98 0.109
O -4.36 -0.59 -3.06 -0.276
O 4.88 2.56 -3.86 0.063
H 0.14 8.05 -2.79 0.086
O 1.42 -3.95 -2.51 0.034
C -0.22 6.31 -1.60 0.003
C -1.24 -4.13 4.47 -0.194
C 3.85 6.18 -4.44 0.005
C 3.71 -5.76 -6.45 -0.061
C 4.09 2.41 6.45 -0.148
H -0.33 0.04 1.88 0.103
H 0.66 -6.59 -5.26 0.120
H -1.27 -1.51 0.46 0.111
H 3.29 9.27 -5.73 0.119
C -2.06 1.12 2.63 -0.182
C -5.22 2.37 0.07 -0.133
O -4.46 -0.78 2.59 0.152
H 3.48 -3.72 -3.76 0.117
C -0.31 -1.31 4.56 -0.224
C 5.22 8.39 -5.41 -0.064
H 0.01 -4.19 1.93 0.086
C -5.23 -2.35 -0.31 -0.885
C -1.50 6.66 0.42 -0.003
N -4.89 1.16 0.47 0.121
O 1.15 6.33 -4.36 0.056
H 0.59 -5.31 4.74 0.109
C -0.88 -3.46 5.82 -0.187
O 5.00 3.33 8.35 0.077
S -7.72 -4.15 -1.00 0.076
C 2.48 -6.40 -6.36 -0.059
C -0.45 0.23 4.44 -0.197
C -1.91 0.56 4.06 -0.185
H 0.76 -1.56 4.66 0.113
H -0.62 -1.47 6.70 0.115
H -3.00 3.02 -2.37 0.116
H -5.01 4.06 -1.21 0.108
H 5.02 -4.29 -5.59 0.113
H -2.09 -1.71 5.79 0.110
H 3.32 5.31 -4.06 0.105
C 2.18 -4.70 0.12 -0.116
C 1.40 -0.56 -3.62 -0.055
H -2.71 -5.88 2.94 0.040
H -6.07 2.84 0.56 0.116
O -1.21 3.98 0.87 0.089
O -3.00 -3.76 0.81 -0.147
H -1.36 -1.82 -2.22 0.075
H -2.88 -3.33 -3.61 0.082
N -0.67 4.40 -0.13 -0.331
H 1.05 -1.58 -3.76 0.091
H 4.40 -6.01 -7.25 0.111
H 0.11 -3.71 6.21 0.105
C -1.59 8.00 0.12 -0.065
C -3.11 1.27 -1.12 -0.035
H -2.24 0.84 -1.61 0.097
H 1.68 -6.08 2.07 0.124
C 0.52 0.42 -3.16 -0.049
H 4.22 0.30 6.04 0.120
O 1.12 8.29 -5.24 0.083
O -3.75 -2.97 -3.37 -0.116
C 0.97 1.72 -2.98 -0.044
C 3.64 3.65 6.03 -0.004
O 5.25 0.53 -4.48 0.079
H 2.61 -5.16 3.28 0.126
C 2.92 3.74 4.85 -0.063
C 3.14 1.06 -3.73 -0.143
P -3.50 -1.62 -2.50 0.505
H 2.09 2.67 3.18 0.106
H -2.07 -4.84 4.65 0.090
N 4.53 1.41 -4.05 -0.350
C 3.20 -4.47 -4.49 -0.002
C 1.94 -5.08 2.42 -0.227
C -2.01 -0.95 1.05 -0.092
H 1.01 -3.28 3.11 0.107
C -0.32 7.66 -1.89 -0.050
O -0.02 3.71 -0.90 0.043
H 0.31 5.65 -2.27 0.099
C -1.00 8.51 -1.03 -0.059
C -3.84 0.65 -0.13 -0.255
C -3.36 -5.77 2.07 -0.047
H 3.39 -1.01 -4.27 0.109
C 5.23 6.17 -4.48 -0.054
O 2.65 -4.35 1.41 -0.193
H -1.54 -5.26 1.05 0.103
H -1.84 -2.99 -0.69 0.115
H -1.13 1.04 0.71 0.096
H -2.26 1.34 4.74 0.112
I -6.89 -1.14 -1.04 0.997
H -3.12 1.27 2.45 0.096
H -4.28 -5.24 2.29 0.073
H 3.83 4.54 6.61 0.119
H -2.55 -0.31 4.26 0.088
C 2.71 -0.24 -3.91 -0.002
C -2.90 -3.22 -0.49 -0.246
H 2.57 -5.69 -0.16 0.096
C 3.17 7.29 -4.89 -0.142
C -1.32 0.34 1.53 -0.163
H 0.30 2.48 -2.62 0.080
C -4.40 -1.18 1.46 -0.395
P -5.84 -4.14 -0.61 0.375
H -1.95 6.27 1.32 0.120
C 0.69 -4.28 2.79 -0.177
H -5.12 -4.61 -1.73 -0.013
C -0.07 -5.00 3.93 -0.193
C 3.85 1.27 5.71 0.000
H 5.76 9.25 -5.79 0.109
C 5.92 7.28 -4.96 -0.064
C 3.83 8.40 -5.38 -0.004
```

- calculated total energy of number 2 (C55H67IN6O17P2S)?
  -139370.3186 eV

- Look up the largest force on an atom of the first one.
  0.031 Eh/bohr

- The lowest frontier orbital gap belongs to which entry?
  C55H63BClNO7P3